(1)
The following is a DFT calculation (ωB97M-V/def2-TZVPD) of C12H20BeCl2F4LiN5Na2O7S2 as an isolated structure in a non-equilibrium geometry.

```
56
C12H20BeCl2F4LiN5Na2O7S2 | the OMol25 dataset | ωB97M-V/def2-TZVPD
C -4.43 3.65 -0.84
C -3.93 2.54 -0.32
N -3.27 1.24 -0.32
C -3.70 0.03 0.41
N -2.71 -0.97 0.08
O -2.57 -2.24 0.47
C -2.32 -2.35 1.91
C -1.36 -1.20 2.53
N 0.06 -1.38 2.13
C 0.69 -0.13 1.58
C 2.16 0.20 2.16
C 3.23 -0.02 0.96
O 2.19 1.63 2.44
C -1.68 -0.52 -0.83
C -2.04 0.98 -1.10
C -1.14 1.93 -2.03
C -1.78 2.33 -3.46
N -2.29 1.48 -4.33
H -4.88 4.66 -1.15
H -4.59 -0.13 1.10
H -1.74 -3.34 2.06
H -3.28 -2.48 2.54
H -1.77 -0.13 2.37
H -1.38 -1.38 3.70
H 0.60 -1.58 3.00
H 0.06 0.81 1.68
H 0.83 -0.31 0.44
H 2.43 -0.40 3.11
H 3.43 -1.13 0.75
H 2.78 0.47 0.02
H 4.18 0.58 1.20
H 1.98 1.79 3.39
H -0.82 -1.18 -1.19
H -0.83 2.86 -1.40
H -0.15 1.37 -2.23
H -1.76 3.45 -3.73
H -2.19 0.55 -3.87
N 4.72 -3.55 -3.27
S 4.11 -2.98 -1.94
O 4.30 -1.57 -1.67
O 4.08 -3.85 -0.78
F 2.56 -2.99 -2.35
S 6.30 -3.60 -3.20
O 6.92 -3.81 -4.49
O 6.91 -4.33 -2.12
F 6.72 -2.10 -2.89
Na -2.16 4.47 0.02
Cl -3.85 0.23 -2.38
Be 0.46 -3.27 3.55
O 0.92 5.46 -0.18
H 1.68 5.14 0.30
Cl -2.51 -2.69 -1.77
F -1.82 1.60 3.28
Li -4.98 0.98 2.02
Na -0.42 7.55 -0.05
F -1.97 -2.40 4.68
```

Computed properties:
HOMO level = -7.660 eV
calculated total energy = -101548.83102 eV
LUMO = -5.19 eV
energy relative to the best compared isomer or geometry (same formula, charge and spin) = 284.2 kcal/mol


(2)
The following is a DFT calculation (ωB97M-V/def2-TZVPD) of a 4-piece molecular cluster, C2H12O3S2 overall in a non-equilibrium geometry.

```
19
C2H12O3S2 | the OMol25 dataset | ωB97M-V/def2-TZVPD
C -1.87 -0.19 2.01
C -0.81 0.99 1.56
S 0.32 1.55 2.84
S 1.95 1.41 1.64
H -1.14 -1.11 2.32
H -2.66 -0.36 1.25
H -2.53 -0.01 2.95
H -1.60 1.70 1.35
H -0.19 0.68 0.64
H 2.97 0.73 2.26
H -0.93 -0.29 -3.18
H -1.42 0.92 -2.47
O -1.83 0.15 -2.98
H 1.99 -0.17 -3.31
H 0.78 -1.01 -2.66
O 0.99 -0.38 -3.43
H 1.58 -1.19 0.37
H 2.15 -2.15 -0.72
O 2.23 -1.28 -0.43
```

Computed properties:
multiplicity = 2
HOMO level (spin up / spin down) = -13.516 / -13.516 eV
calculated total energy = -30071.20517 eV
LUMO (spin up / spin down) = -5.18 / -8.67 eV
energy relative to the best compared isomer or geometry (same formula, charge and spin) = 65.3 kcal/mol
net charge = +1


(3)
The following is a DFT calculation (ωB97M-V/def2-TZVPD) of an isolated ion of composition C4H10NO2 and charge +1 in a non-equilibrium geometry.

```
17
C4H10NO2 | the OMol25 dataset | ωB97M-V/def2-TZVPD
C -0.56 0.39 2.13
C 0.37 0.99 1.14
N 0.84 -0.02 0.06
C 0.20 0.39 -1.36
C -0.47 -0.75 -2.20
O -1.18 -0.80 -3.15
O -0.11 -1.84 -1.51
H -0.04 0.16 3.12
H -1.52 0.83 2.39
H -0.98 -0.66 1.91
H 1.26 1.30 1.76
H 0.03 1.91 0.63
H 1.82 -0.12 -0.16
H 0.64 -1.03 0.26
H -0.58 1.08 -1.05
H 0.84 0.90 -2.10
H -0.57 -2.73 -1.88
```

Computed properties:
HOMO level = -15.188 eV
calculated total energy = -9887.36299 eV
LUMO = -3.42 eV
energy relative to the best compared isomer or geometry (same formula, charge and spin) = 51.3 kcal/mol
net charge = +1


(4)
The following is a DFT calculation (ωB97M-V/def2-TZVPD) of one molecule with the formula C4H5N3O in a non-equilibrium geometry.

```
13
C4H5N3O | the OMol25 dataset | ωB97M-V/def2-TZVPD
C -2.07 -0.39 -0.03
N -0.67 -0.26 -0.15
C 0.05 0.91 0.06
C 1.42 0.85 -0.07
C 2.13 -0.33 -0.20
O 3.37 -0.43 0.01
N 1.33 -1.50 0.03
N -0.01 -1.33 0.05
H -2.59 -0.02 -0.86
H -2.27 -1.37 -0.06
H -2.36 -0.02 1.00
H -0.31 1.97 -0.06
H 1.98 1.92 0.28
```

Computed properties:
HOMO level = -9.379 eV
calculated total energy = -10742.69112 eV
LUMO = -0.10 eV
energy relative to the best compared isomer or geometry (same formula, charge and spin) = 113.5 kcal/mol